1.
Entry from the Open Molecules 2025 dataset: an isolated molecule of C4H8N2O (ωB97M-V/def2-TZVPD).

Calculated values
E: -9301.04359 eV
gap between HOMO and LUMO: 7.5036 eV
energy above the lowest of the compared OMol25 structures with the same formula, charge and spin: 123.36 kcal per mole
max |F|: 0.38 eV/A

CARTESIAN COORDINATES (ANGSTROEM)
C1 0.35 -1.79 -0.91
C2 -0.08 1.51 -0.06
C3 0.34 -0.80 0.25
N1 -0.83 2.57 -0.04
C4 0.83 0.63 -0.21
O1 -1.24 -0.28 0.34
N2 0.86 -1.22 1.38
H1 -1.49 -0.58 1.23
H2 -1.17 2.94 0.84
H3 -1.36 2.83 -0.86
H4 0.89 -0.49 2.09
H5 1.85 0.80 -0.51
H6 -0.10 -2.72 -0.56
H7 -0.22 -1.41 -1.75
H8 1.38 -1.99 -1.21

---

2.
Entry from the Open Molecules 2025 dataset: a structure of composition C4H8N2O (ωB97M-V/def2-TZVPD).

Calculated values
E: -9301.39551 eV
gap between HOMO and LUMO: 8.6761 eV
energy above the lowest of the compared OMol25 structures with the same formula, charge and spin: 115.25 kcal per mole
max |F|: 0.42 eV/A

CARTESIAN COORDINATES (ANGSTROEM)
C1 1.68 0.06 0.56
C2 0.85 -0.45 -0.60
O1 0.13 -1.67 -0.23
C3 -1.05 -0.95 -0.20
N1 -2.16 -1.21 0.36
C4 -0.49 0.22 -0.86
N2 -0.93 1.52 -0.15
H1 1.05 0.23 1.44
H2 2.16 1.01 0.30
H3 2.46 -0.65 0.83
H4 1.47 -0.65 -1.48
H5 -2.13 -2.13 0.81
H6 -1.34 1.25 -1.20
H7 -1.41 1.40 0.74
H8 -0.26 2.28 -0.19

---

3.
Entry from the Open Molecules 2025 dataset: a cluster of 2 separate species, C4H8N2O in total (ωB97M-V/def2-TZVPD).

Calculated values
structure (SMILES): N=C=CCO.C=N
E: -9303.00526 eV
gap between HOMO and LUMO: 9.6089 eV
energy above the lowest of the compared OMol25 structures with the same formula, charge and spin: 78.13 kcal per mole
max |F|: 0.61 eV/A

CARTESIAN COORDINATES (ANGSTROEM)
C1 -1.80 0.42 1.39
N1 -0.54 0.35 1.54
C2 0.76 0.21 -1.39
C3 1.86 -0.28 -0.47
O1 2.18 0.68 0.51
C4 -0.40 -0.40 -1.50
N2 -1.46 -1.00 -1.64
H1 -2.49 -0.40 1.61
H2 -2.24 1.35 1.02
H3 -2.17 -0.72 -0.95
H4 -0.27 -0.58 1.87
H5 0.88 1.16 -1.89
H6 2.78 -0.46 -1.03
H7 1.56 -1.24 -0.02
H8 1.35 0.91 0.95

---

E_LUMO in eV, matching the order above: 0.21 0.64 0.66
HOMO level in eV, matching the order above: -7.3 -8.0 -9.0